A molecular structure, C31H27BrN8O3ReS. Source: the OMol25 dataset; level of theory: wB97M-V/def2-TZVPD.

Geometry as ORCA input:
```
! RIJCOSX wB97M-V def2-TZVPD def2/J DEFGRID3
* xyz 2 4
Re 0.000 -1.116 0.598
Br 3.140 1.788 -5.273
S 1.672 -2.900 0.028
O 1.315 -0.019 -0.495
O 0.359 4.954 -3.765
O 3.009 0.002 0.941
N -1.001 2.015 -0.409
N 0.096 -2.464 -2.095
N 5.556 1.577 -1.955
N -2.056 -0.650 0.648
N 0.535 -0.161 2.392
N 1.981 4.458 -2.263
N 2.012 -3.664 -2.471
N -0.758 -1.837 -1.229
C -2.564 3.743 -0.999
C -1.609 4.387 -1.762
C -0.079 2.677 -1.109
C -2.768 -0.974 -0.462
C 3.758 1.462 -3.527
C -1.437 -4.619 2.822
C -4.805 -0.334 0.614
C 1.322 0.962 4.774
C -4.070 -0.011 1.742
C 2.910 0.935 -2.570
C -4.143 -0.815 -0.510
C -1.144 -3.753 1.779
C 3.415 0.743 -1.286
C -1.107 -4.281 4.129
C 4.743 1.079 -1.036
C 5.068 1.767 -3.176
C -1.990 -1.581 -1.554
C 0.402 -0.870 3.542
C -0.535 -2.525 2.030
C 2.593 0.190 -0.178
C 1.419 1.688 3.594
C -2.693 -0.174 1.723
C -2.593 -1.903 -2.879
C -0.212 -2.193 3.354
C 0.696 4.485 -2.704
C 1.021 1.090 2.419
C -2.212 2.566 -0.355
C 0.805 -0.320 4.750
C -0.329 3.848 -1.805
C 1.245 -3.011 -1.602
C -0.493 -3.070 4.398
H -4.544 0.370 2.634
H -0.205 -2.617 -3.050
H 1.641 1.397 5.710
H 1.070 1.598 1.466
H 1.808 2.694 3.578
H -2.901 -2.951 -2.913
H -1.910 -5.569 2.619
H 1.889 0.683 -2.815
H 2.880 -4.067 -2.153
H -0.239 -2.822 5.418
H -1.323 -4.965 4.935
H 2.187 4.330 -1.287
H -4.697 -1.077 -1.397
H 5.747 2.181 -3.911
H -3.466 -1.286 -3.073
H -5.877 -0.216 0.602
H -1.897 -1.713 -3.697
H -3.569 4.128 -0.915
H -1.834 5.280 -2.329
H -1.382 -4.054 0.766
H -2.080 0.073 2.577
H 5.155 0.932 -0.046
H 2.664 4.943 -2.826
H 0.895 2.217 -1.151
H -2.959 2.036 0.223
H 1.760 -3.808 -3.435
H 0.714 -0.891 5.662
*
```

Results
Gap between HOMO and LUMO (alpha / beta) = 6.60 / 5.81 eV
LUMO energy (alpha / beta) = -6.92 / -7.71 eV
⟨S²⟩ = 3.7837
Calculated total energy = -4911.34377 Eh


A molecular structure, C31H27Cl2N2O5W at a distorted geometry. Source: the OMol25 dataset; level of theory: wB97M-V/def2-TZVPD.

Geometry as ORCA input:
```
! RIJCOSX wB97M-V def2-TZVPD def2/J DEFGRID3
* xyz 1 3
W 0.406 0.273 -0.134
Cl -1.553 -3.414 -2.418
Cl 3.034 -4.673 -4.939
O 1.218 1.823 0.668
O -0.091 -1.041 -1.610
O -0.936 -0.787 0.889
O 3.290 3.965 0.795
O 1.975 0.534 -1.525
N 1.523 -1.413 0.645
N 0.643 -2.467 0.899
C -2.990 -2.607 1.270
C 3.431 2.703 1.257
C -4.012 -3.526 1.452
C 0.819 -3.885 -3.620
C -1.937 2.081 0.115
C -1.055 2.184 -0.989
C -3.313 0.566 -1.193
C 1.714 -0.608 1.665
C 4.927 1.174 2.415
C -0.579 -2.081 1.018
C 1.964 -1.535 -2.702
C 0.630 -1.840 -2.346
C -4.493 -0.353 -1.301
C -3.041 1.249 -0.007
C 2.785 0.423 1.726
C 4.649 2.416 1.878
C -1.371 -4.392 1.416
C 2.715 -2.408 -3.518
C 2.146 -3.570 -3.957
C 2.518 -0.301 -2.292
C 2.356 4.257 -0.239
C 3.992 0.149 2.343
C -2.471 0.739 -2.289
C -1.718 2.902 1.353
C -1.354 1.558 -2.218
C -2.395 -5.303 1.598
C -3.716 -4.871 1.614
C 2.476 1.684 1.218
C -1.668 -3.040 1.250
C -0.481 1.779 -3.418
C 0.072 -3.036 -2.840
H 3.502 -0.024 -2.681
H -2.167 -6.352 1.728
H -2.687 0.216 -3.213
H -4.158 -1.368 -1.523
H 1.174 -0.825 2.591
H -0.340 -4.717 1.396
H -5.072 -0.373 -0.380
H -0.955 2.493 -4.094
H 0.382 -4.807 -3.977
H 2.641 5.235 -0.619
H -4.515 -5.587 1.756
H -0.333 0.851 -3.971
H -0.659 3.067 1.546
H 1.338 4.301 0.147
H -2.185 3.881 1.221
H -0.251 2.913 -0.954
H 5.883 1.002 2.890
H -3.208 -1.556 1.142
H 5.378 3.214 1.923
H 0.492 2.183 -3.138
H 3.732 -2.153 -3.784
H 4.198 -0.830 2.753
H -3.710 1.132 0.838
H -2.172 2.434 2.225
H -5.151 -0.040 -2.113
H 2.419 3.519 -1.042
H -5.041 -3.192 1.469
*
```

Results
Gap between HOMO and LUMO (alpha / beta) = 7.08 / 6.73 eV
Relative energy (zero: lowest compared OMol25 entry of this formula, charge and spin) = 41.5 kcal per mole
LUMO energy (alpha / beta) = -4.08 / -4.57 eV
⟨S²⟩ = 2.0213
Calculated total energy = -2670.48915 Eh


A molecular structure, C31H27F5N3O3PtS3Si at a distorted geometry. Source: the OMol25 dataset; level of theory: wB97M-V/def2-TZVPD.

Geometry as ORCA input:
```
! RIJCOSX wB97M-V def2-TZVPD def2/J DEFGRID3
* xyz 1 5
Pt 0.239 0.387 -0.195
S 3.403 1.130 2.883
S 4.049 -1.942 1.382
S -1.263 -1.297 -0.493
Si -0.995 2.314 -0.203
F -4.776 0.000 -5.117
F -2.157 -0.785 -5.534
F -0.647 -1.665 -3.449
F -5.713 0.210 -2.534
F -4.218 -0.711 -0.427
O 3.975 -2.972 0.369
O 5.201 -1.095 1.477
O 1.331 -0.858 -1.691
N 2.586 -1.083 1.166
N 1.564 1.009 1.163
N 3.251 -4.913 6.429
C -4.772 2.468 1.530
C 2.592 0.181 1.506
C -4.484 -0.313 -2.746
C 3.821 -2.754 2.966
C 2.162 0.054 -2.466
C 1.663 -2.251 -1.882
C -4.000 -0.360 -4.072
C 2.686 -4.464 4.154
C -0.906 4.288 -2.206
C -2.317 -0.952 -1.867
C 3.379 -4.109 5.331
C -1.876 -1.121 -3.179
C -4.716 1.458 2.481
C -2.444 2.143 1.037
C -2.575 4.612 -3.935
C -3.303 3.554 -3.405
C 4.465 -2.301 4.123
C -1.390 4.994 -3.309
C 1.163 1.916 2.060
C -3.679 -0.671 -1.682
C -3.485 0.867 2.801
C 2.888 -3.779 2.978
C 2.068 2.138 3.053
C -2.851 2.869 -2.305
C -3.610 2.862 0.869
C 2.652 -2.281 -3.057
C 4.208 -2.965 5.326
C -1.641 3.213 -1.709
C 2.691 -0.817 -3.620
C -2.669 -0.749 -4.283
C -2.358 1.247 2.095
H -0.160 3.442 0.335
H -1.379 0.820 2.390
H -5.643 1.126 2.958
H 0.712 -2.763 -2.009
H -5.723 2.924 1.296
H 0.008 4.573 -1.717
H 1.542 0.865 -2.808
H -0.844 5.877 -3.669
H -2.918 5.155 -4.798
H 2.965 0.455 -1.843
H 3.644 -2.626 -2.661
H 2.346 -3.020 -3.815
H -4.236 3.247 -3.842
H -3.664 3.687 0.155
H 3.698 -0.545 -3.929
H 4.665 -2.602 6.234
H 0.203 2.401 1.927
H 2.843 -5.841 6.303
H 2.129 -2.593 -0.949
H 2.015 -5.327 4.220
H 3.941 -4.839 7.190
H 5.128 -1.424 4.090
H -3.379 0.116 3.568
H -3.455 2.105 -1.843
H 1.963 2.813 3.862
H 2.024 -0.710 -4.488
H 2.386 -4.019 2.036
*
```

Results
Gap between HOMO and LUMO (alpha / beta) = 6.31 / 4.31 eV
Relative energy (zero: lowest compared OMol25 entry of this formula, charge and spin) = 39.3 kcal per mole
LUMO energy (alpha / beta) = -3.08 / -6.45 eV
⟨S²⟩ = 6.0347
Calculated total energy = -3689.72480 Eh


A molecular structure, C31H27N6O2S2Ti at a distorted geometry. Source: the OMol25 dataset; level of theory: wB97M-V/def2-TZVPD.

Geometry as ORCA input:
```
! RIJCOSX wB97M-V def2-TZVPD def2/J DEFGRID3
* xyz 1 3
Ti -0.587 0.843 -0.183
S -0.636 2.991 -1.299
S 1.681 4.720 -1.011
O -0.810 2.188 3.688
O -3.993 0.308 -2.375
N 1.250 0.897 -0.733
N -0.114 -1.028 0.125
N -2.302 1.111 0.646
N -0.037 1.546 1.675
N 1.868 2.077 -0.873
N -1.858 0.241 -1.700
C 4.356 -0.905 2.185
C 1.910 -0.248 -0.728
C 3.577 1.359 2.029
C 2.285 0.942 2.327
C 4.608 0.438 1.961
C 1.066 3.099 -1.022
C -0.890 -1.974 0.667
C -0.563 -4.405 -3.092
C 3.071 -1.324 2.488
C -3.422 1.048 -0.119
C -1.322 -1.731 -3.042
C -2.381 1.646 1.894
C 0.609 2.154 3.854
C -1.809 -0.297 -3.055
C 3.322 4.510 -0.264
C -1.983 -2.665 -2.250
C -1.067 1.782 2.446
C 0.786 -3.647 0.329
C 0.095 -3.480 -3.884
C -4.650 1.490 0.344
C -0.276 -2.145 -3.856
C -0.485 -3.279 0.803
C -3.591 2.073 2.431
C 2.038 -0.406 2.560
C 1.162 1.943 2.417
C -4.733 1.996 1.646
C 1.151 -1.358 -0.292
C 1.604 -2.691 -0.214
C -1.604 -3.996 -2.276
C -3.096 0.520 -1.422
C -3.290 -0.183 -3.519
H -2.819 -2.358 -1.633
H -1.132 -4.011 1.259
H -0.282 -5.447 -3.132
H 3.923 5.355 -0.580
H -3.613 2.479 3.429
H -5.679 2.343 2.029
H 1.507 2.902 2.000
H 0.856 1.326 4.528
H 5.611 0.764 1.731
H 2.970 -0.302 -0.951
H 3.786 2.406 1.865
H -1.872 -1.647 1.008
H 2.869 -2.369 2.669
H 0.927 3.091 4.310
H -3.433 0.521 -4.342
H 3.216 4.517 0.816
H -2.142 -4.714 -1.678
H -3.713 -1.155 -3.791
H 2.584 -2.936 -0.590
H 3.740 3.574 -0.608
H -5.521 1.443 -0.290
H 0.883 -3.802 -4.545
H -1.133 0.318 -3.666
H 1.104 -4.675 0.396
H 0.221 -1.431 -4.498
H 5.165 -1.619 2.145
H 1.032 -0.728 2.810
*
```

Results
Gap between HOMO and LUMO (alpha / beta) = 5.93 / 6.98 eV
Relative energy (zero: lowest compared OMol25 entry of this formula, charge and spin) = 34.4 kcal per mole
LUMO energy (alpha / beta) = -3.43 / -3.71 eV
⟨S²⟩ = 2.0519
Calculated total energy = -3322.26412 Eh


A molecular structure, C31H28AsInN8S4. Source: the OMol25 dataset; level of theory: wB97M-V/def2-TZVPD.

Geometry as ORCA input:
```
! RIJCOSX wB97M-V def2-TZVPD def2/J DEFGRID3
* xyz 0 1
In -0.076 -0.007 0.344
As -0.480 -2.732 -1.300
S 1.193 1.845 -1.247
S -0.398 2.225 4.755
S -0.915 1.830 1.934
S -2.259 0.190 -0.877
N -0.130 -1.704 6.100
N -0.226 -2.721 3.845
N -1.131 3.208 -1.069
N 1.209 0.748 3.306
N 0.580 4.255 -0.215
N 2.121 -0.862 -0.260
N 1.544 0.216 2.098
N -0.583 -1.648 1.684
C -2.776 -3.313 -2.961
C 3.001 -1.012 0.737
C 0.835 1.668 5.942
C 1.225 -3.211 -5.095
C -4.042 -0.901 -2.547
C -2.818 -1.139 -1.905
C -1.214 -6.320 1.672
C -4.616 -1.849 -3.370
C 0.173 3.147 -0.844
C 1.901 -4.424 -5.031
C 4.230 -1.628 0.540
C 1.087 -4.746 -2.786
C 3.677 -1.843 -1.773
C 2.466 -1.238 -1.486
C -2.296 -5.761 1.009
C 1.826 -5.191 -3.877
C 0.492 -2.767 -4.005
C -3.983 -3.069 -3.585
C 0.067 -5.848 1.421
C 0.259 -4.821 0.510
C -2.104 -4.738 0.089
C -0.822 -4.270 -0.173
C -2.189 -2.366 -2.118
C -0.200 -2.140 5.029
C -1.750 4.366 -0.430
C -0.554 5.035 0.282
C 4.566 -2.061 -0.733
C 2.628 -0.443 2.034
C 0.419 -3.530 -2.840
C -0.409 -2.097 2.756
C 0.123 1.474 3.278
H 5.516 -2.548 -0.911
H -2.516 4.047 0.276
H -2.959 -4.301 -0.409
H 1.834 1.952 5.619
H 1.741 -1.054 -2.267
H 2.474 -4.773 -5.880
H 3.897 -2.145 -2.788
H 3.272 -0.565 2.900
H 0.587 2.178 6.872
H -3.299 -6.113 1.216
H 1.263 -4.435 0.351
H 0.762 0.593 6.081
H -0.630 4.933 1.365
H -2.203 5.019 -1.176
H 1.026 -5.365 -1.897
H 1.266 -2.611 -5.995
H 0.914 -6.263 1.951
H 4.907 -1.749 1.375
H -4.540 0.047 -2.384
H -0.038 -1.821 -4.068
H 1.485 4.260 0.223
H 2.337 -6.144 -3.823
H -2.268 -4.257 -3.126
H -1.634 2.397 -1.408
H -0.453 6.086 0.019
H -5.563 -1.633 -3.848
H -4.426 -3.815 -4.233
H -1.369 -7.112 2.393
*
```

Results
Gap between HOMO and LUMO = 7.06 eV
Relative energy (zero: lowest compared OMol25 entry of this formula, charge and spin) = 6.1 kcal per mole
LUMO energy = -0.81 eV
Calculated total energy = -5654.86777 Eh


A molecular structure, C31H28F4N7O19S4V at a distorted geometry. Source: the OMol25 dataset; level of theory: wB97M-V/def2-TZVPD.

Geometry as ORCA input:
```
! RIJCOSX wB97M-V def2-TZVPD def2/J DEFGRID3
* xyz 0 3
V 0.896 -0.516 -0.261
S 2.407 1.288 -2.769
S 3.439 1.654 -0.726
S 3.394 -2.734 0.293
S 1.880 -2.746 2.048
F 0.694 -1.747 2.615
F 1.412 0.229 -3.365
F 3.061 1.533 0.846
F 3.576 -1.803 -0.974
O -2.381 -0.799 -3.481
O 2.884 -2.618 3.098
O 1.001 -2.033 -2.029
O -2.265 1.661 0.401
O 4.654 -2.463 0.984
O 3.056 0.363 3.845
O 3.249 -4.081 -0.348
O 3.254 3.113 -0.877
O 4.771 1.138 -0.754
O 0.932 2.966 2.220
O 1.139 -2.358 -4.177
O 3.620 0.944 -3.459
O -0.577 1.863 -0.775
O 0.412 0.936 1.667
O 3.345 -0.394 5.815
O 1.724 2.515 -3.188
O -2.134 0.534 -5.073
O -1.037 -1.293 -0.099
O 1.182 -4.052 1.941
N 1.967 -1.822 0.749
N 3.731 -0.151 4.701
N 2.192 0.720 -1.129
N 0.310 1.924 2.413
N -1.709 2.167 -0.504
N -2.790 0.177 -4.149
N 0.927 -2.759 -3.028
C 7.832 -1.011 3.514
C -1.164 3.221 3.897
C -5.864 2.556 -4.255
C -2.098 0.788 5.091
C 0.341 -4.715 -1.527
C 0.554 -4.203 -2.816
C -2.262 -1.937 0.093
C 0.027 -6.420 -3.746
C -2.689 4.997 -2.781
C -3.874 3.505 -0.783
C -2.529 3.230 -1.183
C -3.979 5.360 -2.364
C 5.111 -0.532 4.299
C 5.614 -0.290 3.025
C -4.727 0.574 -2.577
C -4.576 4.549 -1.354
C 6.933 -0.437 2.638
C -6.485 2.156 -3.045
C -4.074 0.896 -3.842
C -1.942 3.987 -2.128
C -0.006 -6.063 -1.404
C -2.103 3.213 4.946
C 0.463 -5.087 -3.922
C -5.871 1.272 -2.229
C -0.197 -6.924 -2.472
C 7.407 -1.296 4.855
C -0.725 1.957 3.483
C -1.194 0.738 4.043
C 6.083 -1.023 5.216
C -2.572 2.029 5.499
C -4.617 1.988 -4.647
H -4.313 -0.158 -1.899
H -2.091 -2.983 -0.160
H -0.899 4.151 3.415
H -4.460 6.207 -2.831
H -0.386 -7.987 -2.437
H -2.278 5.678 -3.512
H -0.186 -6.483 -0.426
H 0.563 -4.700 -4.925
H -0.175 -7.009 -4.629
H -2.565 4.123 5.300
H -3.044 -1.578 -0.577
H -4.378 2.960 0.002
H 5.730 -1.251 6.211
H -0.905 -0.259 3.743
H -4.163 2.378 -5.546
H 7.181 -0.088 1.647
H -7.471 2.565 -2.889
H -6.363 1.088 -1.286
H -2.628 -2.071 1.111
H 0.513 -4.109 -0.650
H -2.504 -0.115 5.521
H 4.988 0.132 2.253
H 8.853 -1.146 3.189
H -0.906 3.782 -2.353
H 8.119 -1.627 5.596
H -3.369 2.073 6.227
H -5.589 4.804 -1.081
H -6.309 3.189 -5.008
*
```

Results
Gap between HOMO and LUMO (alpha / beta) = 6.49 / 7.61 eV
LUMO energy (alpha / beta) = -2.81 / -1.70 eV
⟨S²⟩ = 2.3049
Calculated total energy = -5946.44910 Eh


Question: What is the calculated total energy in the second record?
Answer: -2670.48915 Eh


Question: Among the records above, which one has the highest calculated total energy?
Answer: C31H27Cl2N2O5W


Question: The highest calculated total energy belongs to which entry?
Answer: C31H27Cl2N2O5W